# 1
Below is a molecular structure, C24H35Co2O6Sn, with properties calculated with ωB97M-V/def2-TZVPD.

Element x y z (Å)
Sn -0.35219 0.11455 2.47644
Co -1.53274 -1.14334 -6.63799
Co 1.42666 -0.94404 -6.37757
O 1.51397 0.47419 -8.92595
O -1.19687 -3.89502 -7.78067
O -4.12531 -1.33948 -5.28089
O -2.09644 0.25867 -9.23210
O 2.30563 -3.65109 -6.99569
O 3.25141 0.36916 -4.52446
C -4.73172 1.80848 5.48195
C 2.56803 -2.78854 2.88612
C -1.87623 -0.29237 -8.24180
C -3.13387 -1.31148 -5.87891
C 1.01113 2.68531 1.44993
C -0.24101 -1.38829 -5.40571
C -0.53123 1.16292 -4.85059
C 2.50379 -4.30330 3.05656
C 2.54374 -0.18231 -5.25638
C 1.45539 -2.06626 3.65313
C 1.45172 -0.08968 -7.90860
C 1.99225 3.55581 2.24290
C 1.47476 -0.54228 3.44814
C 0.65781 -0.49278 -0.31994
C -0.50853 -0.85442 0.50359
C -2.04617 -0.41520 3.72483
C -4.01278 0.53325 5.06915
C -2.79490 0.84161 4.18651
C 3.22364 3.92331 1.42267
C -0.23031 2.26949 2.25712
C 0.63413 0.56306 -1.15769
C -0.77250 -0.05610 -5.39531
C 1.94703 -2.58184 -6.73049
C -1.35325 -2.83440 -7.34313
H -4.06752 2.46123 6.05354
H 3.53425 -2.41591 3.24777
H -0.75047 2.05315 -5.43605
H 1.46692 4.46412 2.56164
H -5.08105 2.35879 4.60494
H -2.10366 1.50068 4.74066
H 3.89539 4.55335 2.00887
H 1.54416 1.80496 1.05578
H 2.57746 -4.58311 4.11212
H -1.62574 -0.97827 4.57102
H -1.16608 2.55051 1.75370
H -0.04409 1.26306 -3.88260
H 3.77757 3.02968 1.11962
H 1.49208 0.80974 -1.78657
H 1.56514 -4.70509 2.66281
H 2.28947 3.03383 3.16239
H 0.48000 -2.50056 3.37084
H -0.28355 -2.09190 -4.57183
H -0.22201 2.66089 3.28444
H -4.68569 -0.13469 4.51918
H -3.12105 1.42172 3.30535
H 1.54321 -1.13771 -0.24353
H 3.32645 -4.78122 2.52003
H 2.94434 4.47295 0.51871
H -3.67599 -0.02741 5.94877
H -5.59472 1.57075 6.10259
H 2.30982 -0.19677 2.82347
H -1.46112 -0.45784 0.12940
H -2.67902 -1.07344 3.11241
H -0.57308 -1.91547 0.76510
H 0.67632 3.22899 0.55238
H 1.56541 -2.27482 4.72956
H 2.52395 -2.52462 1.82049
H -0.26983 1.17105 -1.25541
H 1.46764 0.00179 4.40319

Lowest unoccupied orbital energy: 2.027 eV
F_max: 4.70 eV Å⁻¹
Total charge: -1
Spin multiplicity: 1
Calculated total energy: -118822.263 eV
Frontier orbital gap: 5.5 eV



# 2
Below is a molecular structure, C24H35CoF9N2O3S2Si, with properties calculated with ωB97M-V/def2-TZVPD.

Element x y z (Å)
Co 0.06909 -0.57992 -0.22220
S 2.69618 0.10807 2.55820
S -2.25970 1.18443 -2.56261
Si -0.16095 2.94801 -0.23660
F 0.39369 -2.63094 -4.09411
F -1.24387 -1.29013 -4.48763
F -0.67616 -4.83658 -2.61022
F -3.50324 -1.94862 -3.17012
F -1.57390 -3.41502 -4.57568
F 0.69328 -3.55454 -1.54964
F -3.25529 -2.22996 -1.04253
F -1.20007 -4.12832 -0.64304
F -3.21802 -3.93259 -2.38120
O -0.84032 -1.36638 -1.72779
O 1.27708 -1.33102 1.12582
O 0.71859 -3.48155 1.36517
N -2.73366 2.71728 -4.68917
N -4.49422 2.44925 -3.25291
C -0.92431 -2.44282 -3.89334
C -3.19716 2.14073 -3.54418
C -5.20181 1.86952 -2.12335
C -0.43976 4.82524 -5.45454
C 0.82350 2.97397 -1.86182
C -0.19218 1.28025 0.58835
C -1.46937 5.53615 -4.57792
C -1.87920 3.70324 -0.59601
C -6.05130 3.99801 -0.94844
C 2.83501 -3.85970 3.17463
C 3.09525 -1.45550 3.18069
C -6.40352 2.71656 -1.71341
C -5.48037 5.11459 -1.82115
C -1.42140 2.44069 -5.24987
C 4.04963 -1.59262 4.19718
C 1.40311 -2.51256 1.64838
C 4.39241 -2.84200 4.67506
C 0.67051 4.21348 0.92613
C 3.79592 -3.98930 4.16039
C 2.47478 -2.60977 2.68700
C -0.60376 -3.76901 -1.77851
C -1.26641 -2.46284 -2.35954
C -2.82681 -2.64639 -2.23604
C -0.94548 3.56545 -6.16730
H 0.68722 5.21723 0.49260
H 4.07875 -4.96702 4.52806
H -5.32738 3.75348 -0.16690
H -4.52288 4.82044 -2.24686
H -1.74628 4.92123 -3.72441
H -0.12151 3.16713 -6.76358
H -7.03487 2.09452 -1.07523
H -5.07268 2.79493 -4.00359
H -6.99574 2.97146 -2.60132
H -4.48754 1.79552 -1.30543
H 1.89879 3.06557 -1.68775
H 0.65103 2.04339 -2.40588
H 5.13416 -2.92733 5.46035
H -3.41058 3.09427 -5.33490
H -1.75104 3.83668 -6.86162
H -0.08165 5.51998 -6.22022
H 1.70140 3.92466 1.14687
H -5.52675 0.85079 -2.36347
H -5.32534 6.01979 -1.23165
H -1.44743 1.49855 -5.80792
H 0.51527 3.80647 -2.49912
H 0.13676 4.26717 1.87809
H 4.51672 -0.70160 4.59850
H 2.32655 -4.71651 2.75188
H -6.95489 4.36161 -0.45083
H -2.67930 3.09175 -0.17325
H -1.97411 4.71320 -0.18784
H -1.12396 1.17356 1.15949
H -1.05505 6.47115 -4.19604
H -0.73328 2.30583 -4.41745
H -2.05413 3.75328 -1.67075
H 0.41725 4.55230 -4.83416
H -6.16684 5.35965 -2.63603
H 0.63195 1.24948 1.31213
H -2.37402 5.77222 -5.14388

Lowest unoccupied orbital energy (alpha / beta): 2.238 / 1.425 eV
F_max: 0.50 eV Å⁻¹
Total charge: -1
Spin multiplicity: 5
Calculated total energy: -126215.472 eV
Frontier orbital gap (alpha / beta): 7.6 / 6.8 eV
Relative energy (zero: lowest compared OMol25 entry of this formula, charge and spin): 136.65 kJ/mol



# 3
Below is 3 unconnected molecules or ions with the total composition C24H35F16N2O4, with properties calculated with ωB97M-V/def2-TZVPD.

Element x y z (Å)
F -1.01860 -5.31043 3.79316
F -3.51663 -4.39782 4.76959
F 2.13561 -3.65951 1.52402
F 1.57491 -2.50364 -0.79670
F -5.26210 -5.35114 3.86636
F 3.44021 -3.64799 -0.81008
F 5.52489 -0.51567 0.53440
F 0.16870 -2.10764 3.01349
F -3.31315 -5.24711 2.04335
F -4.99546 -3.90121 1.63711
F 7.77522 -1.95853 0.53412
F 6.70553 -0.18180 -1.25441
F 3.96756 -2.48770 1.75391
F 6.12125 -3.33512 0.13510
F -1.50721 -2.50931 4.32256
F 0.53757 -4.14960 4.81162
O -0.10996 0.96021 0.01484
O -1.57605 -3.10542 2.15629
O 4.88131 -1.37153 -1.44561
O 0.78500 0.79245 -2.89576
N -0.21861 2.20017 0.33897
N -1.19647 -0.26167 -3.05312
C -2.97538 -2.90545 2.14184
C -0.11268 -4.32337 3.63777
C 0.84029 3.06113 -0.25743
C -0.81332 -3.00227 3.28234
C -3.89953 -4.09828 2.43129
C -0.98355 2.25337 -3.40144
C -0.95189 3.29088 -2.24955
C 2.13027 2.21495 -0.30363
C 0.48262 3.51806 -1.70105
C 6.82509 -2.30335 -0.36389
C -1.39735 4.62629 -2.90821
C -4.48013 -4.24833 3.84307
C 5.92444 -1.08453 -0.61512
C -0.41095 0.88527 -3.07265
C -1.62001 2.67704 0.27013
C -1.84814 3.93414 1.13317
C -0.82865 -1.21329 -2.00115
C -2.64580 -0.13622 -3.17348
C 1.12702 4.28810 0.62601
C 2.87289 -2.50373 -0.37299
C -2.04676 2.92947 -1.19229
C -2.51961 1.56967 0.85370
C 3.52275 -1.28615 -1.04357
C 2.76512 -2.51250 1.15377
H 2.25193 1.63427 0.61414
H 2.02550 4.78818 0.26024
H -2.77389 3.74725 -1.17330
H -3.26249 -2.03448 2.73297
H -2.25537 4.45569 -3.56362
H 7.30092 -2.60832 -1.29757
H 2.98512 -1.17573 -1.98493
H 2.15381 1.58276 -1.18779
H 2.16669 -1.66609 1.49672
H -1.59462 4.85810 0.61318
H -2.60309 2.05399 -1.54161
H -3.04376 -1.11372 -3.46621
H -2.00208 2.23199 -3.78589
H 0.59777 -4.60694 2.86722
H 1.27222 3.99422 1.66824
H -0.57786 5.02790 -3.51464
H -2.26054 1.36111 1.89412
H -3.54906 1.94755 0.84432
H 0.68123 4.59513 -1.74545
H 2.98550 2.89745 -0.35894
H -1.65155 5.36374 -2.14235
H 0.31931 5.02084 0.58595
H -1.52233 -1.14962 -1.15512
H 3.32679 -0.37784 -0.47319
H -2.92937 0.55704 -3.96297
H 1.19906 3.05835 -2.38303
H -1.25612 3.87308 2.05223
H -2.49694 0.66660 0.24725
H -0.35432 2.63927 -4.21275
H 0.18015 -1.02914 -1.65030
H -3.13288 0.13146 -2.22721
H -2.89602 3.97154 1.43647
H -5.09217 -3.37792 4.09496
H -0.87138 -2.23646 -2.39132
H -3.18041 -2.66213 1.10031

Lowest unoccupied orbital energy (alpha / beta): 0.343 / 0.131 eV
F_max: 1.62 eV Å⁻¹
Spin multiplicity: 2
Calculated total energy: -80104.120 eV
Frontier orbital gap (alpha / beta): 9.0 / 9.6 eV



# 4
Below is a molecular structure, C24H35MgN3O3PSb, with properties calculated with ωB97M-V/def2-TZVPD.

Element x y z (Å)
Sb 10.80082 8.03417 9.21860
P 8.77672 12.03967 13.48273
Mg 10.02847 9.85501 11.64823
O 7.37594 12.90087 13.15895
O 8.86108 11.53095 11.91889
O 9.93016 13.18837 13.36520
N 10.37651 9.32509 13.54485
N 8.30680 8.52693 12.12357
N 12.18952 10.61618 11.99018
C 9.87807 8.11280 7.22562
C 14.23045 11.74741 11.52312
C 13.92276 10.52500 13.59077
C 11.59881 9.64026 14.11981
C 6.41757 13.07153 14.20881
C 13.03099 7.98149 8.78464
C 12.60889 10.22406 13.20958
C 7.02345 7.92836 14.10027
C 5.96469 7.54464 13.28584
C 14.72081 11.28282 12.76877
C 11.81850 9.47272 15.46638
C 6.04333 7.81805 11.89439
C 8.17941 8.38584 13.50892
C 13.02554 11.20854 11.09552
C 9.59482 8.50852 15.66133
C 10.02746 4.79202 9.28801
C 7.17131 8.34552 11.34764
C 13.29848 6.69882 7.95913
C 10.49382 14.02374 14.46491
C 9.39047 8.67556 14.29060
C 8.49193 12.37601 10.83294
C 8.51476 8.76933 7.37308
C 10.59328 5.91854 10.12857
C 10.77682 8.95468 16.29585
H 8.75660 8.01583 16.13485
H 14.38592 6.61551 7.80858
H 14.81880 12.47728 10.95994
H 15.75671 11.48343 13.08486
H 13.00646 5.77825 8.40826
H 11.65452 5.92760 10.52393
H 12.69590 11.23666 10.04352
H 8.58444 9.65339 8.05866
H 9.07691 13.34874 10.88704
H 10.88473 9.08360 17.37000
H 10.80572 4.38272 8.58797
H 7.77498 8.06114 7.78656
H 11.41508 13.42116 14.73381
H 5.46922 12.51844 13.91963
H 14.34967 10.19657 14.56323
H 7.35025 12.55732 10.83213
H 5.08012 7.02060 13.66485
H 9.82235 7.02304 6.92103
H 9.21240 5.11821 8.66042
H 8.19512 9.19139 6.36196
H 8.77252 11.77038 9.97143
H 6.13209 14.12642 14.19679
H 12.75970 9.77801 15.93482
H 9.92540 6.27053 10.87833
H 7.26812 8.69652 10.28574
H 9.68797 3.97431 9.97924
H 9.82892 14.09851 15.36872
H 13.57001 8.06820 9.76733
H 5.16802 7.70621 11.22852
H 6.97380 7.84018 15.18648
H 10.62216 8.69816 6.63907
H 6.79799 12.87715 15.21517
H 12.75475 6.74605 7.00612
H 10.72148 14.96688 14.02750
H 13.23254 8.87248 8.10717

Lowest unoccupied orbital energy: -6.537 eV
F_max: 3.94 eV Å⁻¹
Total charge: +2
Spin multiplicity: 1
Calculated total energy: -57328.068 eV
Frontier orbital gap: 7.2 eV
Relative energy (zero: lowest compared OMol25 entry of this formula, charge and spin): 46.88 kJ/mol



# 5
Below is a single C24H35N3O6S molecule, with properties calculated with ωB97M-V/def2-TZVPD.

Element x y z (Å)
S 0.58041 -1.87769 0.03595
O -0.19137 -2.19948 1.20880
O 2.39257 -1.53162 2.01181
O 4.53258 2.66394 -1.98464
O 0.23339 0.30600 2.52339
O 6.37735 2.18867 -0.99045
O 1.70530 -2.70004 -0.29067
N 1.09652 -0.28548 0.03048
N -2.75762 1.06501 0.49441
N 5.18310 2.04882 -1.16209
C 5.19090 0.38288 0.62314
C 4.49540 1.09762 -0.34308
C -2.57487 -2.57334 -2.39206
C -3.16800 2.42924 0.79596
C 3.14690 -0.72682 1.25446
C -2.78951 3.36282 -0.35763
C -0.91202 -1.40572 -3.67952
C -0.51545 0.93640 1.52471
C 2.45223 -0.01866 0.24409
C -1.75569 -2.50942 -1.27487
C -0.08823 -1.34755 -2.56825
C 3.00203 -2.39841 2.94264
C 4.51770 -0.52649 1.41314
C -2.15386 -2.01670 -3.58846
C -4.58516 5.13693 -0.00063
C 0.11280 0.77094 0.10647
C -4.85692 -0.28552 0.92109
C 3.13264 0.88787 -0.54232
C -3.80618 0.23924 -0.06938
C -1.96901 0.42182 1.52324
C -6.96217 -1.65430 1.19191
C -5.92373 -1.11661 0.21454
C -0.52517 -1.89030 -1.37427
C -3.09270 4.83291 -0.06888
H -5.08014 4.81750 -0.91524
H -2.64686 5.44054 -0.85951
H -1.72146 3.24464 -0.54812
H 0.60173 1.69861 -0.19239
H -2.79344 -2.06416 -4.45688
H 6.24880 0.55424 0.74729
H -3.32725 -0.61375 -0.56124
H -5.44328 -1.95148 -0.30122
H 3.48714 -1.83669 3.74671
H -0.58527 -0.98023 -4.61589
H -5.05097 4.62865 0.83938
H 2.62697 1.44048 -1.31947
H 3.72464 -3.05620 2.45293
H -3.53833 -3.05592 -2.32789
H 0.88806 -0.89129 -2.61300
H -1.93392 -0.65120 1.32276
H -2.66611 2.76741 1.70519
H -0.69260 0.55880 -0.60119
H -3.32023 3.05190 -1.25937
H -5.33329 0.55388 1.43259
H -7.71127 -2.24512 0.66991
H -4.30289 0.82896 -0.84445
H -0.50244 2.00017 1.78534
H 2.18846 -2.99419 3.35192
H -6.48900 -2.28424 1.94188
H -4.36431 -0.89904 1.67762
H 0.20295 -0.65202 2.36203
H -2.37961 0.56706 2.53554
H -6.41925 -0.50283 -0.54149
H -2.62019 5.11965 0.87321
H 5.06014 -1.06703 2.17146
H -7.46560 -0.83600 1.70206
H -4.74697 6.20558 0.12037
H -2.04944 -2.93582 -0.32831
H -4.24766 2.48396 0.97541

SMILES: CCCCN(CCCC)C[C@@H](O)CN(c1cc([N+](=O)[O-])ccc1OC)S(=O)(=O)c1ccccc1
Lowest unoccupied orbital energy: -0.281 eV
F_max: 1.40 eV Å⁻¹
Spin multiplicity: 1
Calculated total energy: -53042.867 eV
Frontier orbital gap: 8.0 eV
Relative energy (zero: lowest compared OMol25 entry of this formula, charge and spin): 431.13 kJ/mol



# 6
Below is 3 unconnected molecules or ions with the total composition C24H35N6O3S2, with properties calculated with ωB97M-V/def2-TZVPD.

Element x y z (Å)
S -4.13243 2.52645 -0.78863
S -0.44081 -2.69580 -5.20315
O -3.01600 3.35221 -0.46268
O -4.32850 2.62135 -2.39190
O -5.38639 2.82379 -0.19489
N 5.31144 -0.35025 2.16685
N 1.54517 0.84049 -2.21956
N 0.89934 -0.87596 -3.72070
N -0.69842 0.19119 -2.61916
N -1.64465 0.86671 3.41753
N -1.27257 -0.77211 -3.39758
C 7.30182 -0.48073 3.50062
C -1.41002 1.14309 -1.76516
C -1.66962 1.98946 5.53335
C 3.47606 -1.12675 -0.66591
C -2.70957 -1.06236 -3.53526
C -2.26851 1.92294 2.89979
C 6.63610 -0.44773 2.28550
C -3.13458 -2.45456 -3.05656
C -2.20321 0.50811 -0.60544
C 3.58346 -0.62275 -2.14107
C 2.99526 0.75114 -2.39338
C -2.31718 3.07888 4.97216
C 0.64249 0.08859 -2.82722
C 6.55210 -0.40702 4.66286
C -2.62581 3.04877 3.62144
C 4.60696 -0.28238 3.29501
C 2.74615 -0.25225 0.25116
C -0.27978 -1.37810 -4.05905
C -3.71004 0.80893 -0.52819
C 2.08393 0.35578 1.04900
C -1.35498 0.91293 4.71751
C 5.17458 -0.30515 4.55980
C -2.42787 -2.99563 -1.79471
C -3.35092 -2.97509 -0.56790
H 4.55038 -0.24506 5.44072
H -2.57802 3.93699 5.57749
H 3.25205 1.07784 -3.40489
H -2.94077 -0.95904 -4.59575
H -4.34158 0.19118 -1.17003
H -0.90667 -1.96246 -6.23084
H 4.48432 -1.25624 -0.26759
H 3.44520 1.47776 -1.72095
H -4.46393 1.74398 -2.77137
H 1.49895 0.89456 1.75819
H -0.65573 1.78983 -1.33046
H -0.84720 0.04327 5.11889
H -2.84424 -3.33997 0.32450
H -2.06911 -0.57221 -0.60967
H -3.13059 3.87405 3.13841
H 1.21455 1.52920 -1.56749
H -3.05058 -3.18009 -3.86021
H 7.03329 -0.42885 5.63204
H -2.00645 1.78797 -2.41087
H -1.41254 1.97201 6.58319
H -4.20049 -2.38321 -2.82534
H -1.49570 -2.47178 -1.57250
H -4.22829 -3.59597 -0.74687
H -4.03829 0.60013 0.49188
H -1.77405 0.86551 0.32677
H 7.18935 -0.50012 1.35386
H 3.03653 -2.12386 -0.65700
H 3.17426 -1.38045 -2.80265
H -3.71028 -1.96467 -0.35808
H 3.53287 -0.20729 3.17221
H -2.16906 -4.04184 -1.95965
H 4.64203 -0.54789 -2.39507
H -2.49824 1.85281 1.84402
H -3.24439 -0.26045 -3.03206
H 8.37941 -0.56178 3.53271

Lowest unoccupied orbital energy: -2.790 eV
F_max: 1.21 eV Å⁻¹
Total charge: +1
Spin multiplicity: 1
Calculated total energy: -62200.388 eV
Frontier orbital gap: 8.6 eV
Relative energy (zero: lowest compared OMol25 entry of this formula, charge and spin): 0.00 kJ/mol